(1)
C38H55F9O18S | wB97M-V/def2-TZVPD

```
121
Properties=species:S:1:pos:R:3:forces:R:3:mulliken_charge:R:1
C 6.0459 0.0060 2.0826 -0.27 0.12 -0.62 -1.25
C 4.5913 0.3688 1.8454 0.40 -0.60 0.56 0.33
O 4.2340 1.5646 2.5283 -0.07 0.09 -0.12 -0.30
C 3.5582 2.5177 1.7536 -0.22 1.15 -0.32 0.44
C 2.3749 3.0639 2.5475 0.53 -0.78 -0.17 -0.55
O 1.5858 3.8877 1.6521 -0.62 -0.07 0.44 0.02
S 0.1224 4.3518 2.1913 0.41 0.61 -0.93 0.35
O -0.0769 3.7943 3.5066 -0.13 -0.22 0.36 -0.53
O -0.8516 3.5087 1.1501 0.16 -0.12 0.48 -0.28
C -1.6655 2.4724 1.7556 0.38 0.21 -0.71 -0.59
C -2.4545 1.8587 0.5981 0.27 0.41 -0.04 -0.54
C -3.9260 1.6591 0.8416 0.55 0.54 0.30 0.66
F -4.5244 1.1212 -0.2478 -0.03 -0.18 -0.03 -0.20
F -4.4886 2.8824 1.0484 -0.15 -0.10 0.04 -0.34
C -4.3345 0.8053 2.0598 -1.00 -0.25 -0.09 0.65
F -3.9701 1.3866 3.2237 0.30 -0.05 -0.33 -0.28
F -5.6902 0.7715 2.0679 0.22 0.01 -0.01 -0.31
C -3.8397 -0.6862 2.0269 -0.50 -0.29 0.48 0.60
F -4.9153 -1.4973 1.9486 0.07 0.07 -0.07 -0.31
F -3.0653 -0.9561 0.9637 0.15 0.22 0.04 -0.26
C -3.0868 -1.1277 3.3101 0.37 -0.81 -0.32 0.48
F -1.9827 -0.4007 3.5009 -0.39 -0.03 0.17 -0.16
F -2.6995 -2.4065 3.1133 -0.09 0.40 0.17 -0.25
F -3.8879 -1.1066 4.3732 0.38 0.31 -0.24 -0.25
H 6.3203 0.1521 3.1199 0.18 0.01 0.18 0.12
H 6.6531 0.6224 1.4257 0.35 0.20 0.25 0.34
H 6.1784 -1.0324 1.7746 0.17 0.27 0.25 0.49
H 3.9733 -0.4326 2.2509 -0.28 -0.12 -0.08 -0.01
H 4.4267 0.4189 0.7771 -0.28 0.21 -0.13 0.22
H 4.1969 3.3715 1.5224 0.28 -0.14 0.03 -0.15
H 3.1833 2.1453 0.8002 0.01 -0.35 0.16 -0.06
H 1.8146 2.2138 2.9221 -0.34 0.02 0.06 0.47
H 2.7197 3.6636 3.3821 -0.06 0.14 0.17 0.33
H -0.9999 1.7341 2.1828 -0.07 -0.13 0.39 0.34
H -2.2891 2.9335 2.5079 -0.13 -0.10 0.22 0.51
H -2.3819 2.5525 -0.2343 -0.20 0.17 -0.14 0.57
H -1.9753 0.9587 0.2598 -0.01 -0.50 -0.07 -0.09
O -6.9482 -0.7089 -6.1785 0.17 0.01 -0.15 -0.61
C -6.7570 -0.9200 -5.0172 -0.32 0.00 -0.03 0.47
O -5.9599 -1.9214 -4.5805 0.04 0.04 0.13 -0.36
C -5.9966 -1.9956 -3.1384 0.03 0.26 0.08 -0.22
C -6.4492 -0.6136 -2.6853 -0.10 0.07 -0.04 -0.16
C -7.3565 -0.1817 -3.8355 0.43 -0.03 0.30 -0.53
H -6.6981 -2.7763 -2.8510 -0.03 -0.03 -0.06 0.00
H -5.0113 -2.2566 -2.7669 0.05 -0.14 -0.17 0.36
H -6.9343 -0.6209 -1.7111 0.00 -0.05 0.00 0.39
H -5.5902 0.0561 -2.6264 0.02 -0.01 0.03 0.06
H -8.3854 -0.5182 -3.7010 -0.03 0.05 -0.06 0.28
H -7.3365 0.8908 -4.0050 -0.20 -0.01 -0.14 0.32
O 2.5511 0.5261 -0.5791 0.17 0.03 -0.20 -0.50
C 1.8387 -0.2693 -1.1190 -0.20 0.09 -0.02 -0.03
O 2.2234 -1.0316 -2.1582 -0.05 -0.06 0.09 -0.40
C 1.1000 -1.8088 -2.6420 -0.02 -0.15 -0.12 -0.35
C 0.1334 -1.8809 -1.4730 -0.14 -0.02 0.11 -0.42
C 0.3903 -0.5492 -0.7805 -0.10 -0.49 0.08 0.29
H 0.6653 -1.3007 -3.4979 0.08 0.03 0.05 0.18
H 1.4507 -2.7908 -2.9508 0.22 0.07 0.01 0.39
H -0.8981 -2.0359 -1.7842 0.03 0.05 -0.11 0.37
H 0.4115 -2.6994 -0.8060 0.02 0.00 0.00 0.12
H -0.2186 0.2548 -1.1953 0.00 0.08 0.01 -0.02
H 0.2586 -0.6057 0.2982 0.02 0.25 0.03 0.28
O 5.0250 -2.7136 1.4928 -0.20 -0.40 -0.28 -0.57
C 4.1687 -3.3843 1.9816 0.18 0.13 0.24 0.50
O 2.8717 -3.3225 1.5841 -0.08 -0.06 -0.03 -0.22
C 2.0561 -4.1557 2.4241 -0.06 -0.09 0.07 -0.38
C 3.0132 -5.1752 3.0284 0.10 -0.01 0.09 -0.58
C 4.3082 -4.3706 3.1253 -0.37 -0.34 -0.18 -0.55
H 1.5867 -3.5259 3.1834 0.02 0.01 0.02 0.28
H 1.2779 -4.6144 1.8184 0.01 0.10 -0.11 0.30
H 2.6659 -5.5788 3.9774 -0.04 0.06 0.01 0.34
H 3.1497 -6.0089 2.3385 -0.03 0.00 -0.01 0.28
H 4.3753 -3.8106 4.0592 0.09 0.03 -0.01 0.26
H 5.1950 -4.9832 2.9950 0.14 0.17 0.07 0.34
O -3.7555 -5.4876 -2.4895 0.05 0.15 -0.14 -0.58
C -4.7510 -5.5792 -1.8406 0.22 -0.20 0.17 0.42
O -5.5376 -4.5077 -1.5547 -0.10 -0.15 0.13 -0.24
C -6.6024 -4.8989 -0.6688 -0.10 -0.06 0.07 -0.36
C -6.7521 -6.4023 -0.8619 0.06 -0.11 0.01 -0.59
C -5.3197 -6.8230 -1.1853 -0.51 0.15 -0.08 -0.40
H -6.3161 -4.6356 0.3517 0.02 -0.01 0.00 0.23
H -7.5040 -4.3502 -0.9337 0.09 0.11 -0.06 0.35
H -7.1808 -6.9040 0.0029 0.02 0.05 0.04 0.35
H -7.3953 -6.6027 -1.7196 -0.02 0.02 0.01 0.28
H -4.7410 -7.0356 -0.2855 0.07 -0.04 -0.04 0.27
H -5.2732 -7.6681 -1.8652 0.23 -0.03 0.04 0.30
O -1.1145 -1.0041 -4.6097 0.11 0.05 -0.04 -0.55
C -1.6303 -0.6030 -5.6137 -0.35 0.06 0.20 0.17
O -0.9652 0.1118 -6.5442 0.03 -0.02 -0.05 -0.38
C -1.8737 0.5370 -7.5801 -0.14 -0.01 -0.16 -0.40
C -3.0456 -0.4337 -7.5068 -0.08 0.02 0.06 -0.64
C -3.0786 -0.7670 -6.0180 0.09 -0.13 -0.54 0.13
H -2.1728 1.5664 -7.3724 0.00 -0.01 0.04 0.25
H -1.3572 0.5081 -8.5360 0.16 0.00 0.08 0.34
H -3.9746 -0.0184 -7.8905 0.01 0.05 0.03 0.33
H -2.8192 -1.3338 -8.0793 0.02 0.01 -0.01 0.30
H -3.6830 -0.0555 -5.4531 -0.01 -0.06 0.08 0.05
H -3.4190 -1.7794 -5.8240 -0.08 0.06 0.25 0.30
O 7.1422 3.2163 3.3946 0.25 0.00 -0.22 -0.51
C 7.1740 2.9577 4.5538 -0.41 0.03 0.00 0.54
O 7.8679 1.8995 5.0604 0.07 0.02 0.07 -0.36
C 7.6262 1.7784 6.4691 -0.01 0.00 0.10 -0.42
C 7.1726 3.1608 6.9218 -0.12 0.09 -0.01 -0.52
C 6.4514 3.6769 5.6782 0.37 -0.08 0.38 -0.38
H 6.8556 1.0191 6.6235 -0.02 0.02 0.00 0.25
H 8.5418 1.4537 6.9582 0.05 -0.06 -0.12 0.31
H 6.5563 3.1372 7.8187 -0.01 -0.07 -0.02 0.33
H 8.0424 3.7862 7.1283 0.02 -0.02 0.01 0.26
H 5.4019 3.3802 5.6585 -0.02 0.04 -0.08 0.16
H 6.5362 4.7527 5.5590 -0.16 0.01 -0.17 0.35
O 5.0060 5.1984 0.5321 0.26 0.14 0.00 -0.54
C 4.5471 5.5583 -0.5079 -0.29 0.05 0.16 0.48
O 5.2718 6.2332 -1.4374 0.01 -0.01 -0.07 -0.40
C 4.4302 6.6226 -2.5340 -0.08 0.00 -0.11 -0.46
C 3.2459 5.6659 -2.4901 -0.11 -0.03 0.07 -0.64
C 3.1196 5.3883 -0.9934 0.15 -0.09 -0.54 0.12
H 4.1294 7.6627 -2.3861 -0.02 -0.01 0.02 0.24
H 4.9984 6.5501 -3.4583 0.13 0.01 0.08 0.34
H 2.3465 6.0759 -2.9460 0.03 0.07 0.01 0.36
H 3.4972 4.7426 -3.0136 0.01 0.01 -0.01 0.27
H 2.4918 6.1238 -0.4884 -0.02 -0.05 0.08 0.24
H 2.7596 4.3865 -0.7797 -0.05 0.05 0.25 -0.04
```
Positions in Å, forces in eV/Å.

Results
Total charge ... 0
HOMO-LUMO gap ... 8.555 eV
Electronic energy ... -4132.321987 Ha


(2)
C4H11N3 | wB97M-V/def2-TZVPD

```
18
Properties=species:S:1:pos:R:3:forces:R:3:nbo_charge:R:1
C 0.6783 0.6736 0.4149 -0.22 0.27 -0.95 0.06
C -0.3929 -0.2633 -0.1188 1.54 -0.06 -2.46 -0.21
C -0.4714 -1.5504 0.6763 0.25 -0.10 0.05 -0.62
C -1.7420 0.3793 -0.3610 0.05 -0.02 -0.06 -0.61
N 0.5120 2.0577 0.0313 -0.39 0.05 0.52 -0.82
N 1.8817 0.1969 -0.3105 2.11 2.26 1.81 -0.15
N 2.4219 -0.9003 -0.4367 0.62 -1.10 -0.99 -0.35
H 0.8373 0.6019 1.4924 0.19 -0.01 0.02 0.20
H 0.2937 -0.4374 -1.1418 -3.32 -0.33 1.52 0.17
H 0.5088 2.1639 -0.9784 -0.03 -0.18 0.08 0.36
H 1.2905 2.6103 0.3716 -0.02 -0.11 0.03 0.37
H 1.9199 -1.5340 -1.0868 -0.39 -0.62 0.49 0.31
H 0.5045 -2.0395 0.7487 -0.16 0.00 -0.03 0.22
H -0.7953 -1.3522 1.6993 -0.14 0.09 0.04 0.21
H -1.1820 -2.2426 0.2270 0.02 -0.06 -0.03 0.22
H -2.1697 0.7197 0.5835 -0.01 0.00 0.06 0.21
H -2.4353 -0.3343 -0.8035 -0.02 -0.03 -0.08 0.21
H -1.6601 1.2507 -1.0074 -0.09 -0.04 -0.01 0.22
```
Positions in Å, forces in eV/Å.

Results
SMILES ... [H]/N=N\[C@@H](N)C(C)C
Total charge ... 0
HOMO-LUMO gap (alpha / beta) ... 7.937 / 8.151 eV
Electronic energy ... -323.120875 Ha


(3)
CH4F2NP | wB97M-V/def2-TZVPD

```
9
Properties=species:S:1:pos:R:3:forces:R:3:nbo_charge:R:1
C 0.9912 0.3859 -0.2673 -3.07 -0.41 2.23 0.88
N 0.1126 1.4469 -0.4642 2.70 0.02 -1.25 -0.85
F 1.6190 0.4176 0.9159 0.09 0.29 -0.47 -0.33
F 1.7717 0.0965 -1.2297 1.15 -0.18 -1.40 -0.29
P -0.8413 -1.8794 0.2734 1.37 0.30 -3.09 -0.08
H -0.2893 1.6041 -1.3571 0.35 -0.29 -1.17 0.39
H -0.6115 1.4912 0.1514 -1.97 -0.04 2.55 0.39
H -2.0220 -1.2097 0.4652 -0.81 0.70 0.42 -0.06
H -0.7305 -2.3531 1.5124 0.18 -0.39 2.19 -0.05
```
Positions in Å, forces in eV/Å.

Results
Total charge ... 0
HOMO-LUMO gap (alpha / beta) ... 8.621 / 6.937 eV
Electronic energy ... -636.218128 Ha


(4)
C17H16ClF2NO2 | wB97M-V/def2-TZVPD

```
39
Properties=species:S:1:pos:R:3:forces:R:3:nbo_charge:R:1
C -4.5881 -2.5027 3.7727 -0.04 -0.15 -0.21 -0.60
C -4.5252 -2.7540 2.2712 0.10 0.26 0.05 -0.39
C -4.0246 -1.5250 1.5176 -0.01 -0.22 -0.33 -0.43
C -3.9695 -1.7739 0.0091 -0.10 -0.13 0.40 -0.06
O -3.5436 -0.6385 -0.7165 0.02 0.22 -0.17 -0.49
C -2.2278 -0.2981 -0.7315 0.23 0.13 -0.06 0.28
C -1.1864 -1.0312 -0.1716 -0.46 -0.01 -0.08 -0.25
C 0.1212 -0.5896 -0.2716 0.25 0.10 -0.03 -0.23
C 0.4154 0.5961 -0.9308 -0.29 -0.31 0.11 0.11
C -0.6254 1.3330 -1.4947 0.07 -0.14 0.09 -0.21
C -1.9254 0.8930 -1.3971 -0.10 -0.18 0.11 -0.24
H -2.7353 1.4561 -1.8325 -0.09 0.08 -0.05 0.23
H -0.4111 2.2577 -2.0125 0.01 0.11 -0.06 0.21
N 1.7205 1.0951 -1.0659 -0.10 0.37 -0.25 -0.59
C 2.8764 0.5941 -0.5599 0.23 0.27 -0.18 0.67
O 2.9831 -0.4091 0.1077 -0.07 -0.17 0.04 -0.58
C 4.0721 1.4295 -0.9438 0.22 -0.08 0.15 -0.16
C 4.3026 1.7395 -2.2794 0.26 0.14 0.09 -0.25
C 5.4317 2.4456 -2.6500 -0.01 0.04 0.10 0.33
C 6.3441 2.8563 -1.6834 -0.16 -0.08 -0.06 0.35
C 6.1281 2.5585 -0.3511 -0.13 -0.08 -0.13 -0.28
C 4.9978 1.8408 0.0160 -0.03 0.03 -0.45 0.00
Cl 4.7352 1.4968 1.6763 0.08 0.05 0.35 0.05
H 6.8404 2.8839 0.3895 0.07 0.05 0.06 0.25
F 7.4366 3.5453 -2.0347 -0.15 -0.09 -0.07 -0.30
F 5.6355 2.7331 -3.9441 0.11 0.02 0.17 -0.30
H 3.6201 1.4122 -3.0491 -0.05 -0.03 -0.10 0.24
H 1.7813 1.9669 -1.5741 0.13 -0.15 0.17 0.40
H 0.9161 -1.1678 0.1680 0.02 -0.01 0.01 0.25
H -1.3714 -1.9581 0.3468 -0.06 -0.08 0.06 0.21
H -4.9761 -1.9763 -0.3685 0.14 -0.06 0.04 0.19
H -3.3386 -2.6421 -0.2191 -0.05 0.05 -0.03 0.17
H -4.6891 -0.6791 1.7050 0.02 0.06 0.01 0.21
H -3.0317 -1.2504 1.8800 0.00 0.05 0.03 0.20
H -5.5182 -3.0230 1.9045 -0.01 -0.09 -0.05 0.20
H -3.8598 -3.5973 2.0718 -0.03 -0.07 -0.05 0.19
H -5.2609 -1.6771 3.9930 -0.06 0.09 0.08 0.20
H -4.9476 -3.3870 4.2930 -0.03 -0.04 0.13 0.21
H -3.6026 -2.2532 4.1596 0.09 0.04 0.09 0.20
```
Positions in Å, forces in eV/Å.

Results
SMILES ... CCCCOc1ccc(NC(=O)c2cc(F)c(F)cc2Cl)cc1
Total charge ... 0
HOMO-LUMO gap ... 8.565 eV
Electronic energy ... -1522.575394 Ha


(5)
C3H11N3O2 | wB97M-V/def2-TZVPD

```
19
Properties=species:S:1:pos:R:3:forces:R:3:nbo_charge:R:1
O -0.6246 0.9842 -1.2167 0.03 -0.26 0.24 -0.65
C -0.6086 1.0003 0.0075 0.04 0.38 -0.27 0.65
N -1.3924 0.2006 0.7648 -0.62 -0.46 -0.13 -0.63
C -2.3085 -0.7846 0.1215 2.06 -0.18 0.67 -0.07
N -1.7815 -2.1328 0.0861 0.12 -0.51 0.40 -0.83
C 0.3107 1.9945 0.7040 0.74 -0.33 -0.29 -0.30
N 1.6609 1.9454 0.1696 0.01 0.87 0.24 -0.84
H -1.4006 0.2882 1.7641 0.18 0.10 0.10 0.39
H -3.2167 -0.8160 0.7109 -0.46 0.34 -0.56 0.19
H -2.2733 -0.4526 -0.9080 -1.13 0.20 -0.12 0.24
H -1.6298 -2.5510 1.0024 -0.28 0.27 -0.09 0.35
H -0.8815 -2.1672 -0.3699 0.04 0.14 -0.30 0.36
H 0.3965 1.8473 1.7740 -0.38 0.08 0.28 0.19
H -0.0832 2.9853 0.4648 -0.17 -0.02 0.32 0.21
H 1.6475 1.8739 -0.8205 0.00 -0.12 -0.83 0.38
H 2.3179 1.2980 0.5538 -0.18 -0.50 0.34 0.36
H 3.0492 -2.9137 -0.4658 -0.26 -0.44 0.78 0.47
H 4.3459 -2.0550 -0.2910 0.78 0.15 1.25 0.47
O 3.6800 -2.3457 -0.8776 -0.51 0.30 -2.01 -0.94
```
Positions in Å, forces in eV/Å.

Results
SMILES ... NCNC(=O)CN.O
Total charge ... 0
HOMO-LUMO gap ... 9.519 eV
Electronic energy ... -435.652246 Ha


Let's list energy above the lowest of the compared OMol25 structures with the same formula, charge and spin in order: 54.15, 487.46, 477.39, 0.00, 99.94 kJ/mol.